(1)
Formula: C3H5NO2S2
Source: the Open Molecules 2025 dataset
Level of theory: wB97M-V/def2-TZVPD

XYZ file:
```
13
Properties=species:S:1:pos:R:3:nbo_charge:R:1
C -2.870 -0.912 0.601 -0.263
O -2.068 -0.903 -0.582 -0.348
N -0.728 -0.847 -0.252 -0.268
C -0.076 0.320 -0.112 -0.004
S -0.792 1.825 -0.096 -0.128
C 1.423 0.147 0.068 0.192
O 2.052 1.274 0.229 -0.623
S 2.194 -1.310 0.018 -0.065
H -3.934 -1.038 0.232 0.210
H -2.600 -1.867 1.178 0.177
H -2.724 -0.016 1.176 0.199
H -0.205 -1.714 -0.329 0.420
H 1.379 2.017 0.245 0.502
```

For the highest occupied orbital energy, the calculation gives -0.336 Ha. Its SMILES is CONC(=S)C(O)=S. The value obtained for the HOMO-LUMO gap is 0.29130 Eh. Its charge is 0. Its LUMO energy is -1.2147 eV.


(2)
Formula: C3H5NO2S2
Source: the Open Molecules 2025 dataset
Level of theory: wB97M-V/def2-TZVPD

XYZ file:
```
13
Properties=species:S:1:pos:R:3:nbo_charge:R:1
C -0.770 1.765 0.171 0.868
C -0.337 -0.694 0.374 -0.360
C 0.919 -0.424 -0.228 -0.033
N -1.263 0.401 -0.085 -0.666
O -1.626 2.558 0.402 -0.668
O 0.462 1.931 0.153 -0.734
S 3.466 0.989 -0.356 -0.102
S 2.342 -0.422 0.711 0.381
H -0.705 -1.603 0.074 0.256
H -0.457 -0.839 1.530 0.214
H 0.815 -0.053 -1.155 0.234
H -2.196 0.194 0.197 0.389
H 2.493 1.934 -0.393 0.220
```

For the highest occupied orbital energy, the calculation gives -0.328 Ha. The value obtained for the HOMO-LUMO gap is 0.24906 Eh. Its charge is 0. Its LUMO energy is -2.1461 eV.


Relative energies, kJ/mol: (1) 0.0; (2) 49.9.


(1)
Formula: C3H11NO
Source: the Open Molecules 2025 dataset
Level of theory: wB97M-V/def2-TZVPD

XYZ file:
```
16
Properties=species:S:1:pos:R:3:nbo_charge:R:1
C -2.354 -0.916 -1.165 -0.603
C -1.257 0.161 -1.169 -0.408
C -0.032 -0.244 -0.376 -0.214
N 0.987 0.885 -0.317 -0.826
H -1.898 -1.767 -1.682 0.199
H -2.588 -1.224 -0.151 0.207
H -3.184 -0.638 -1.787 0.214
H -1.605 1.134 -0.799 0.195
H -0.962 0.313 -2.210 0.193
H -0.257 -0.575 0.617 0.182
H 0.471 -1.065 -0.898 0.170
H 1.813 0.534 -0.775 0.348
H 0.612 1.588 -0.931 0.345
O 3.392 0.643 4.244 -0.949
H 3.318 -0.195 3.761 0.474
H 3.544 1.365 3.636 0.475
```

For the highest occupied orbital energy, the calculation gives -0.352 Ha. Its SMILES is CCCN.O. The value obtained for the HOMO-LUMO gap is 0.38701 Eh. Its charge is 0. Its LUMO energy is 0.9548 eV.


(2)
Formula: C3H11NO
Source: the Open Molecules 2025 dataset
Level of theory: wB97M-V/def2-TZVPD

XYZ file:
```
16
Properties=species:S:1:pos:R:3:nbo_charge:R:1
C 1.184 0.339 -1.306 -0.419
N 0.070 0.068 -0.403 -0.434
C -1.195 0.447 -1.015 -0.416
C 0.126 -1.323 0.019 -0.418
H 1.077 1.318 -1.772 0.200
H 1.304 -0.378 -2.129 0.165
H 2.106 0.355 -0.722 0.199
H -2.035 0.220 -0.357 0.196
H -1.174 1.524 -1.143 0.206
H -1.405 -0.136 -1.922 0.164
H -0.717 -1.521 0.684 0.193
H 1.070 -1.497 0.529 0.201
H 0.008 -2.066 -0.786 0.163
O -0.192 1.269 3.449 -0.932
H 0.024 0.693 4.165 0.462
H -0.253 0.690 2.708 0.469
```

For the highest occupied orbital energy, the calculation gives -0.322 Ha. Its SMILES is CN(C)C.O. The value obtained for the HOMO-LUMO gap is 0.35501 Eh. Its charge is 0. Its LUMO energy is 0.9112 eV.


Relative energies, kJ/mol: (1) 0.0; (2) 26.1.


(1)
Formula: C3H11NO
Source: the Open Molecules 2025 dataset
Level of theory: wB97M-V/def2-TZVPD

XYZ file:
```
16
Properties=species:S:1:pos:R:3:nbo_charge:R:1
C 0.205 -0.291 2.036 -0.613
C 0.420 -0.329 0.537 -0.050
C 1.078 -1.614 0.073 -0.621
N -0.868 -0.072 -0.159 -0.849
H 1.173 -0.234 2.544 0.213
H -0.360 0.595 2.290 0.219
H -0.301 -1.184 2.395 0.199
H 1.027 0.551 0.303 0.177
H 1.184 -1.627 -1.010 0.203
H 2.087 -1.709 0.472 0.215
H 0.415 -2.445 0.332 0.205
H -1.672 -0.405 0.362 0.362
H -0.866 -0.631 -1.010 0.348
O -0.822 2.237 -2.191 -0.951
H -0.639 1.350 -1.855 0.482
H 0.008 2.634 -2.457 0.463
```

For the highest occupied orbital energy, the calculation gives -0.355 Ha. Its SMILES is CC(C)N.O. The value obtained for the HOMO-LUMO gap is 0.38898 Eh. Its charge is 0. Its LUMO energy is 0.9328 eV.


(2)
Formula: C3H11NO
Source: the Open Molecules 2025 dataset
Level of theory: wB97M-V/def2-TZVPD

XYZ file:
```
16
Properties=species:S:1:pos:R:3:nbo_charge:R:1
C -0.971 -0.983 -0.468 -0.612
C 0.057 -0.151 -1.267 -0.431
C 0.688 0.882 -0.348 -0.231
N 0.118 2.257 -0.349 -0.824
H -1.681 -1.545 -1.087 0.194
H -1.654 -0.445 0.185 0.205
H -0.385 -1.759 0.000 0.230
H 0.818 -0.795 -1.713 0.204
H -0.467 0.233 -2.150 0.198
H 1.776 0.934 -0.424 0.185
H 0.528 0.613 0.699 0.191
H -0.829 2.179 -0.708 0.343
H 0.578 2.821 -1.058 0.344
O 0.162 -1.681 2.084 -0.935
H -0.195 -1.886 2.960 0.470
H 1.058 -1.398 2.315 0.469
```

For the highest occupied orbital energy, the calculation gives -0.337 Ha. Its SMILES is CCCN.O. The value obtained for the HOMO-LUMO gap is 0.36482 Eh. Its charge is 0. Its LUMO energy is 0.7599 eV.


Relative energies, kJ/mol: (1) 0.0; (2) 68.2.


(1)
Formula: C3H11NO
Source: the Open Molecules 2025 dataset
Level of theory: wB97M-V/def2-TZVPD

XYZ file:
```
16
Properties=species:S:1:pos:R:3:nbo_charge:R:1
C -0.234 1.368 -0.769 -0.425
N 0.217 0.102 -0.169 -0.428
C -0.975 -0.742 0.068 -0.431
C 1.041 -0.598 -1.194 -0.423
H -0.867 1.201 -1.647 0.168
H 0.617 2.012 -0.939 0.206
H -0.862 1.874 -0.030 0.194
H -0.706 -1.546 0.752 0.200
H -1.696 -0.126 0.513 0.196
H -1.393 -1.174 -0.849 0.173
H 1.412 -1.486 -0.708 0.198
H 1.908 0.025 -1.394 0.201
H 0.475 -0.837 -2.097 0.171
O 0.286 0.163 3.169 -0.941
H 0.829 -0.619 3.000 0.465
H -0.052 0.382 2.293 0.475
```

For the highest occupied orbital energy, the calculation gives -0.342 Ha. Its SMILES is CN(C)C.O. The value obtained for the HOMO-LUMO gap is 0.37722 Eh. Its charge is 0. Its LUMO energy is 0.9480 eV.


(2)
Formula: C3H11NO
Source: the Open Molecules 2025 dataset
Level of theory: wB97M-V/def2-TZVPD

XYZ file:
```
16
Properties=species:S:1:pos:R:3:nbo_charge:R:1
C -1.475 -0.491 1.654 -0.627
C -1.111 -0.062 0.261 -0.076
O 0.199 -0.584 -0.078 -0.579
C 0.270 -1.243 -1.379 -0.249
H -2.479 -0.207 1.974 0.215
H -0.755 -0.054 2.352 0.209
H -1.416 -1.567 1.809 0.217
H -1.751 -0.742 -0.324 0.160
H -1.208 0.951 -0.121 0.182
H -0.641 -1.796 -1.577 0.170
H 0.414 -0.403 -2.058 0.179
H 1.108 -1.916 -1.226 0.199
N 1.919 2.214 -0.283 -1.067
H 2.538 1.460 -0.012 0.354
H 1.065 1.789 0.064 0.361
H 1.934 2.252 -1.293 0.353
```

For the highest occupied orbital energy, the calculation gives -0.359 Ha. Its SMILES is CCOC.N. The value obtained for the HOMO-LUMO gap is 0.39580 Eh. Its charge is 0. Its LUMO energy is 0.9918 eV.


Relative energies, kJ/mol: (1) 0.0; (2) 50.5.


(1)
Formula: C4H8O3
Source: the Open Molecules 2025 dataset
Level of theory: wB97M-V/def2-TZVPD

XYZ file:
```
15
Properties=species:S:1:pos:R:3:nbo_charge:R:1
C 1.708 1.243 1.895 -0.265
O 0.655 0.359 1.510 -0.502
C 0.258 0.485 0.235 0.796
O 0.783 1.241 -0.549 -0.605
C -0.935 -0.383 -0.085 -0.525
C -0.806 -1.044 -1.451 -0.057
O -2.108 -1.414 -1.862 -0.719
H 1.356 2.278 1.869 0.192
H 1.982 0.960 2.911 0.195
H 2.560 1.145 1.218 0.198
H -1.114 -1.109 0.712 0.231
H -1.802 0.287 -0.128 0.248
H -0.344 -0.329 -2.144 0.183
H -0.147 -1.925 -1.385 0.159
H -2.045 -1.795 -2.746 0.471
```

For the highest occupied orbital energy, the calculation gives -0.383 Ha. Its SMILES is COC(=O)CCO. The value obtained for the HOMO-LUMO gap is 0.41576 Eh. Its charge is 0. Its LUMO energy is 0.8935 eV.


(2)
Formula: C4H8O3
Source: the Open Molecules 2025 dataset
Level of theory: wB97M-V/def2-TZVPD

XYZ file:
```
15
Properties=species:S:1:pos:R:3:nbo_charge:R:1
O 2.493 2.074 0.358 -0.513
C 1.729 1.092 0.521 0.431
C 0.365 1.038 -0.134 -0.514
C 0.090 -0.122 -1.084 -0.514
C -1.187 -0.136 -1.941 0.462
O -1.329 0.075 -3.121 -0.493
H 2.063 0.204 1.166 0.135
H -0.327 0.963 0.740 0.225
H 0.157 2.012 -0.565 0.243
H 0.032 -1.110 -0.549 0.221
H 0.865 -0.291 -1.956 0.235
H -2.059 -0.358 -1.284 0.081
O -0.632 -1.798 2.624 -0.969
H -1.118 -1.535 1.835 0.479
H -1.142 -2.110 3.390 0.491
```

For the highest occupied orbital energy, the calculation gives -0.369 Ha. Its SMILES is O=CCCC=O.O. The value obtained for the HOMO-LUMO gap is 0.38126 Eh. Its charge is 0. Its LUMO energy is 0.3280 eV.


(3)
Formula: C4H8O3
Source: the Open Molecules 2025 dataset
Level of theory: wB97M-V/def2-TZVPD

XYZ file:
```
15
Properties=species:S:1:pos:R:3:nbo_charge:R:1
C -0.888 0.777 -1.350 -0.638
C -0.703 -0.476 -0.449 0.070
O 0.202 -1.476 -0.824 -0.755
C -0.094 0.020 0.850 -0.003
O 0.397 -1.313 1.549 -0.742
C 1.222 0.723 0.623 0.383
O 1.657 1.536 1.400 -0.494
H -1.302 0.453 -2.301 0.232
H -1.597 1.503 -0.906 0.219
H 0.038 1.329 -1.557 0.209
H -1.723 -0.882 -0.294 0.167
H 0.467 -1.785 0.194 0.486
H -0.801 0.624 1.442 0.219
H 1.328 -1.368 1.864 0.503
H 1.798 0.336 -0.242 0.145
```

For the highest occupied orbital energy, the calculation gives -0.358 Ha. Its SMILES is C[C@@H](O)[C@@H](O)C=O. The value obtained for the HOMO-LUMO gap is 0.36856 Eh. Its charge is 0. Its LUMO energy is 0.2745 eV.


(4)
Formula: C4H8O3
Source: the Open Molecules 2025 dataset
Level of theory: wB97M-V/def2-TZVPD

XYZ file:
```
15
Properties=species:S:1:pos:R:3:nbo_charge:R:1
O -1.355 -0.882 0.649 -0.561
C -0.220 -0.523 0.484 0.585
C 0.694 -1.709 -0.471 -0.191
O -0.283 -2.572 -0.922 -0.708
C 0.372 0.737 1.166 -0.531
C 0.380 1.691 -0.041 -0.060
O 0.065 0.823 -1.128 -0.712
H 1.328 -1.497 -1.376 0.209
H 1.389 -2.140 0.261 0.171
H -1.050 -2.383 -0.349 0.489
H -0.289 1.065 1.980 0.240
H 1.362 0.540 1.591 0.226
H -0.403 2.459 0.034 0.191
H 1.331 2.215 -0.209 0.175
H 0.519 -0.061 -0.962 0.476
```

For the highest occupied orbital energy, the calculation gives -0.363 Ha. Its SMILES is O=C(CO)CCO. The value obtained for the HOMO-LUMO gap is 0.39212 Eh. Its charge is 0. Its LUMO energy is 0.7895 eV.


Relative energies, kJ/mol: (1) 0.0; (2) 148.6; (3) 180.0; (4) 234.9.


(1)
Formula: C4H8O3
Source: the Open Molecules 2025 dataset
Level of theory: wB97M-V/def2-TZVPD

XYZ file:
```
15
Properties=species:S:1:pos:R:3:nbo_charge:R:1
C 1.218 0.276 -0.678 -0.646
C -0.174 -0.125 -0.202 0.202
C -0.135 -1.371 0.680 -0.632
O -1.117 -0.295 -1.230 -0.722
C -0.836 1.038 0.627 0.339
O -0.574 2.306 0.215 -0.242
O -0.104 1.674 1.555 -0.254
H 1.158 1.143 -1.333 0.227
H 1.851 0.519 0.172 0.236
H 1.664 -0.542 -1.244 0.209
H -1.143 -1.661 0.973 0.219
H 0.450 -1.176 1.576 0.215
H 0.308 -2.199 0.129 0.216
H -0.678 -0.403 -2.085 0.480
H -1.887 0.816 0.846 0.153
```

For the highest occupied orbital energy, the calculation gives -0.383 Ha. Its SMILES is CC(C)(O)C1OO1. The value obtained for the HOMO-LUMO gap is 0.39744 Eh. Its charge is 0. Its LUMO energy is 0.3942 eV.


(2)
Formula: C4H8O3
Source: the Open Molecules 2025 dataset
Level of theory: wB97M-V/def2-TZVPD

XYZ file:
```
15
Properties=species:S:1:pos:R:3:nbo_charge:R:1
O -0.978 0.309 -1.718 -0.502
C -0.594 1.000 -0.846 0.658
C -0.113 1.948 -0.052 -0.221
O -0.163 3.263 -0.499 -0.684
H 0.204 1.747 0.961 0.222
H 0.407 3.330 -1.272 0.474
C -1.008 -1.564 0.561 -0.259
O 0.003 -0.595 0.740 -0.546
C 1.273 -0.955 0.237 -0.259
H -1.948 -1.087 0.855 0.200
H -0.831 -2.441 1.197 0.176
H -1.092 -1.877 -0.489 0.184
H 1.679 -1.829 0.762 0.176
H 1.926 -0.094 0.406 0.200
H 1.235 -1.157 -0.844 0.178
```

For the highest occupied orbital energy, the calculation gives -0.308 Ha. Its SMILES is O=C=CO.COC. The value obtained for the HOMO-LUMO gap is 0.33388 Eh. Its charge is 0. Its LUMO energy is 0.6927 eV.


Relative energies, kJ/mol: (1) 89.9; (2) 0.0.